(1)
Density functional theory data (ωB97M-V/def2-TZVPD) for the ion C7H15N3S with charge +2.

molecular weight	173.28	g mol⁻¹
HOMO (alpha / beta)	-17.0 / -17.0	eV
LUMO energy (alpha / beta)	-9.091 / -9.109	eV
energy above the lowest of the compared OMol25 structures with the same formula, charge and spin	74.54	kcal/mol
gap between HOMO and LUMO (alpha / beta)	7.87 / 7.85	eV

```
! wB97M-V def2-TZVPD RIJCOSX def2/J DEFGRID3
* xyz 2 1
C 0.4535 -0.9649 -0.0806
C -1.9188 -0.7942 -0.0943
C 1.7006 -1.6651 0.0682
C 2.6710 -0.7975 0.8960
C 2.7673 0.5772 0.2207
C 1.2602 2.0539 -0.8939
C -3.5082 1.3780 0.4751
N 1.5372 1.2167 0.1751
N -3.0403 -1.4039 -0.4134
N -0.7301 -1.5101 -0.1452
S -1.7923 0.8073 0.4655
H 1.6140 -2.6635 0.5134
H 2.1338 -1.7931 -0.9344
H 2.2868 -0.6948 1.9097
H 3.6551 -1.2606 0.9346
H 3.3807 1.1891 0.9051
H 3.2970 0.5178 -0.7440
H 1.6171 3.0503 -0.5763
H 0.1849 2.1845 -1.0213
H 1.7678 1.8228 -1.8382
H -4.1077 0.7685 1.1464
H -3.9147 1.4121 -0.5322
H -3.4759 2.3913 0.8734
H -3.0712 -2.3610 -0.7471
H -3.9323 -0.9267 -0.3655
H -0.8355 -2.5342 -0.1967
*
```

---

(2)
Density functional theory data (ωB97M-V/def2-TZVPD) for a structure of composition C14H23Cl2N2P.

molecular weight	321.23	g mol⁻¹
HOMO	-5.8	eV
LUMO energy	0.302	eV
gap between HOMO and LUMO	6.13	eV

```
! wB97M-V def2-TZVPD RIJCOSX def2/J DEFGRID3
* xyz 0 1
Cl -0.5569 3.9705 0.5087
Cl 1.4551 -1.5934 -0.7491
C -1.5830 1.6025 -0.2234
C -0.4911 2.2481 0.2638
N -1.4919 0.2933 -0.6033
N 0.6824 1.4903 0.3733
P 0.2276 -0.0138 -0.3172
C -4.1319 -3.1493 -1.0933
C 4.8300 0.8271 1.3770
C -3.1770 -2.7188 -2.1726
C -4.5676 -2.0900 -0.1208
C 4.6355 1.4868 0.0272
C 3.9746 1.5300 2.3898
C -1.9934 -1.8742 -1.6695
C -3.4191 -1.1118 0.2357
C 3.1158 1.6146 -0.3881
C 2.5322 1.3894 2.0608
C -2.6147 -0.6766 -0.9596
C 2.1154 1.9408 0.6883
H -2.5120 2.0883 -0.2521
H -5.0224 -3.7154 -1.4647
H -3.6378 -3.8828 -0.4448
H 4.4493 -0.2599 1.2950
H 5.8912 0.8261 1.7353
H -2.8501 -3.6215 -2.8518
H -3.7546 -2.0602 -2.9420
H -5.0365 -2.4754 0.7327
H -5.3234 -1.4259 -0.5043
H 5.1617 1.0550 -0.8728
H 5.1521 2.4596 0.1624
H 4.1277 1.1826 3.4387
H 4.1353 2.5324 2.3788
H -1.4246 -2.5317 -1.0577
H -1.3712 -1.5698 -2.5357
H -3.8414 -0.1841 0.6997
H -2.8379 -1.7111 0.8543
H 3.1754 2.2399 -1.2811
H 2.8243 0.6555 -0.8331
H 2.3051 0.3745 2.1177
H 2.0242 1.9083 2.8802
H -3.2486 -0.1623 -1.7161
H 2.0722 3.1124 0.8337
*
```

---

(3)
Density functional theory data (ωB97M-V/def2-TZVPD) for a cluster of 6 separate species, H12S6 in total.

molecular weight	204.50	g mol⁻¹
HOMO	-9.7	eV
LUMO energy	0.399	eV
energy above the lowest of the compared OMol25 structures with the same formula, charge and spin	29.49	kcal/mol
gap between HOMO and LUMO	10.07	eV

```
! wB97M-V def2-TZVPD RIJCOSX def2/J DEFGRID3
* xyz 0 1
S 3.5652 -0.6880 2.2049
H 2.3716 -0.6100 1.6631
H 4.2518 -1.8123 1.6610
S 3.8911 3.3053 1.8165
H 4.6596 2.5382 2.7829
H 3.7153 4.6006 2.4264
S 1.5195 -1.9860 -6.0846
H 2.4913 -1.2050 -5.6799
H 1.9502 -3.1814 -5.3601
S -3.2067 4.3715 5.0009
H -3.7642 3.4532 4.3441
H -2.6428 4.7918 3.7286
S -3.3633 -0.7090 -6.1536
H -2.3270 0.1658 -6.3008
H -3.7271 -0.3975 -4.8483
S -2.8793 -4.5827 3.4045
H -3.9513 -4.7161 2.4744
H -2.5541 -3.3385 2.9201
*
```

---

(4)
Density functional theory data (ωB97M-V/def2-TZVPD) for a structure of composition C3H5NO.

molecular weight	71.08	g mol⁻¹
HOMO (alpha / beta)	-9.3 / -8.7	eV
LUMO energy (alpha / beta)	0.260 / -1.457	eV
energy above the lowest of the compared OMol25 structures with the same formula, charge and spin	206.67	kcal/mol
gap between HOMO and LUMO (alpha / beta)	9.60 / 7.26	eV

```
! wB97M-V def2-TZVPD RIJCOSX def2/J DEFGRID3
* xyz 0 1
C 1.0370 -2.0125 1.0806
C 1.1523 -2.3417 -0.1905
C -0.8293 0.5995 1.2402
N 1.9693 -1.2733 -0.4584
O 2.0517 -1.0653 0.9661
H 0.6111 -2.2568 1.9741
H -0.8445 -0.4117 1.3292
H -1.3361 1.1022 0.3042
H -0.4798 1.2330 1.9562
H 2.8816 -1.3928 -0.8519
*
```

---

(5)
Density functional theory data (ωB97M-V/def2-TZVPD) for an isolated molecule of C4H4OS2.

molecular weight	132.21	g mol⁻¹
HOMO	-8.8	eV
LUMO energy	-0.996	eV
energy above the lowest of the compared OMol25 structures with the same formula, charge and spin	15.69	kcal/mol
gap between HOMO and LUMO	7.78	eV

```
! wB97M-V def2-TZVPD RIJCOSX def2/J DEFGRID3
* xyz 0 1
O 0.8788 2.1409 -0.0460
C 0.6030 0.9865 -0.0491
C -0.7685 0.5586 0.2959
C -0.9390 -0.8544 -0.2860
S 0.6473 -1.7283 0.1097
C 1.6163 -0.3034 -0.0166
S 3.2045 -0.0751 0.0758
H -0.9429 0.4242 1.4227
H -1.5839 1.0798 -0.2167
H -1.7141 -1.3463 0.1824
H -1.0014 -0.8825 -1.4720
*
```

---

(6)
Density functional theory data (ωB97M-V/def2-TZVPD) for an isolated molecule of C3H3NO3.

molecular weight	101.06	g mol⁻¹
HOMO	-10.8	eV
LUMO energy	0.414	eV
energy above the lowest of the compared OMol25 structures with the same formula, charge and spin	0.00	kcal/mol
gap between HOMO and LUMO	11.21	eV

```
! wB97M-V def2-TZVPD RIJCOSX def2/J DEFGRID3
* xyz 0 1
O 2.2127 -0.6750 0.0808
C 1.1213 -0.1951 -0.0016
C 0.6848 1.2722 0.0150
N -0.7612 1.1257 -0.1015
C -1.1077 -0.1800 -0.0667
O -2.1993 -0.6826 0.1087
O 0.0356 -0.9548 -0.1120
H 1.0179 1.7299 0.9699
H 1.1656 1.6823 -0.8878
H -1.4377 1.8250 0.3295
*
```

---

(7)
Density functional theory data (ωB97M-V/def2-TZVPD) for the ion C5H14PS with charge +1.

molecular weight	137.21	g mol⁻¹
HOMO	-14.5	eV
LUMO energy	-3.153	eV
energy above the lowest of the compared OMol25 structures with the same formula, charge and spin	24.02	kcal/mol
gap between HOMO and LUMO	11.35	eV

```
! wB97M-V def2-TZVPD RIJCOSX def2/J DEFGRID3
* xyz 1 1
C -0.6461 -0.4532 -2.4512
C -0.0612 2.1687 1.3842
C 0.3968 -1.2632 1.7110
C -0.4364 -1.2944 -1.1807
C -0.5668 1.2523 0.2773
P 0.3572 -0.2864 0.1597
S 2.1779 0.3052 -0.6071
H -0.8149 0.5132 -2.3188
H 0.2566 -0.5284 -2.9409
H -1.4343 -0.9805 -3.0406
H 0.2766 1.5098 2.1110
H 0.8081 2.7150 0.9291
H -0.6895 2.7785 1.9068
H 0.6051 -0.7146 2.6008
H 1.1067 -2.0676 1.7745
H -0.4822 -1.8239 1.8673
H 0.0087 -2.2500 -1.1640
H -1.5172 -1.6631 -0.8436
H -0.4750 1.7860 -0.5810
H -1.7168 0.9149 0.2660
H 2.8469 -0.6184 0.1403
*
```

---

(8)
Density functional theory data (ωB97M-V/def2-TZVPD) for a structure of composition H14LiO7.

molecular weight	133.05	g mol⁻¹
HOMO	-14.4	eV
LUMO energy	-3.241	eV
energy above the lowest of the compared OMol25 structures with the same formula, charge and spin	0.13	kcal/mol
gap between HOMO and LUMO	11.12	eV

```
! wB97M-V def2-TZVPD RIJCOSX def2/J DEFGRID3
* xyz 1 1
Li 0.0739 -0.0810 -0.3473
O 1.2160 -1.7270 -0.1017
H 2.0952 -1.7626 0.2983
H 1.1725 -2.5054 -0.6742
O -0.4559 2.2809 0.1203
H -0.8885 2.4215 0.9716
H -0.3639 3.1622 -0.2669
O -0.2225 -0.1016 1.7960
H -0.8793 0.0661 2.4819
H 0.6247 0.1627 2.1860
O -1.8564 -0.4095 -0.8615
H -2.3799 -1.1929 -1.0755
H -2.3397 0.3498 -1.2088
O 0.4677 0.4950 -2.2936
H -0.0402 0.2166 -3.0643
H 0.9148 1.3082 -2.5584
O 2.4616 1.6080 0.4863
H 1.5719 1.8721 0.2148
H 2.7696 2.3357 1.0396
O -1.5490 -3.0173 0.6919
H -1.7647 -2.7251 1.5839
H -0.6277 -2.7562 0.5817
*
```

---

| no. | total energy (eV) |
| --- | --- |
| 1 | -22787.319 |
| 2 | -52201.381 |
| 3 | -65203.816 |
| 4 | -6720.611 |
| 5 | -27929.483 |
| 6 | -10792.701 |
| 7 | -25528.916 |
| 8 | -14762.012 |